No. 1
This record from OMol25 describes a 13-piece molecular cluster, C19H14Cl48FNO4SSi overall. The level of theory is ωB97M-V/def2-TZVPD.

Geometry as XYZ:
```
89
Properties=species:S:1:pos:R:3:forces:R:3
C 3.40713 -0.33329 -1.81529 -0.1 0.0 0.0
C 1.96762 0.06568 -1.62311 0.2 0.2 0.2
O 1.41678 0.97770 -2.18034 0.0 -0.1 0.0
O 1.36017 -0.72114 -0.70283 0.0 -0.2 -0.6
C -0.06164 -0.57232 -0.59199 -0.5 0.1 0.6
Si -1.06138 -1.67641 -1.76226 0.1 0.2 -0.2
S -0.74959 -1.07946 -3.78292 0.0 -0.3 -0.3
C -0.45798 -3.44595 -1.65221 0.2 -0.1 -0.1
C 0.65266 -3.73924 -2.68765 -0.2 -0.3 0.3
C 1.41930 -5.02712 -2.37984 -0.1 0.1 -0.3
F 2.74914 -4.90298 -2.80516 -0.2 0.0 0.1
C -2.87401 -1.55908 -1.22616 0.4 0.1 0.0
O -3.66546 -2.49778 -1.98638 -0.6 0.3 0.5
N -4.73661 -1.90508 -2.73950 0.5 -0.5 -0.6
O -4.41815 -0.94880 -3.31669 -0.2 0.4 0.4
H 3.89539 -0.45182 -0.84297 0.0 0.0 -0.2
H 3.90287 0.42618 -2.42040 0.0 -0.1 0.1
H 3.44337 -1.29834 -2.33195 0.0 0.1 0.1
H -0.30641 -0.88705 0.43520 0.1 0.1 -0.1
H -0.36242 0.47911 -0.67781 0.2 -0.1 -0.1
H -1.29512 0.14272 -3.75254 0.0 -0.1 0.2
H -0.07552 -3.59475 -0.62995 -0.1 0.0 -0.2
H -1.30140 -4.13529 -1.78892 0.1 0.1 0.0
H 0.17910 -3.83367 -3.67146 0.3 0.2 0.0
H 1.37622 -2.91588 -2.71815 -0.1 -0.2 0.0
H 1.00079 -5.87573 -2.93370 0.0 0.1 0.2
H 1.42412 -5.25014 -1.30680 0.1 0.1 -0.1
H -2.96383 -1.85033 -0.16988 -0.1 0.0 -0.2
H -3.27368 -0.54157 -1.31722 0.1 -0.1 -0.1
C 1.73294 4.03838 -0.14700 0.1 0.1 0.0
Cl 0.05482 3.48384 -0.08055 0.0 0.0 0.0
Cl 2.25450 4.17086 -1.82325 0.0 0.0 0.0
Cl 1.84422 5.61347 0.64664 0.1 0.0 -0.2
Cl 2.76900 2.88947 0.71476 -0.1 0.0 -0.1
C 0.40557 7.21013 4.23357 0.0 0.0 0.0
Cl 0.82892 5.53139 3.90139 0.0 0.0 0.2
Cl 1.42424 8.27416 3.25350 0.0 0.0 0.0
Cl -1.29198 7.48202 3.82130 0.0 0.0 0.0
Cl 0.65683 7.56331 5.94339 0.0 0.0 0.0
C 0.33511 -4.90984 3.22141 0.0 0.0 0.1
Cl 1.61834 -5.45956 4.30231 0.0 0.0 0.0
Cl 0.43831 -5.79824 1.69690 0.0 0.0 -0.1
Cl -1.23966 -5.20511 3.96346 0.0 0.0 0.0
Cl 0.53680 -3.17804 2.92511 0.0 -0.2 0.0
C 6.13721 -5.74543 1.26276 0.0 0.0 0.1
Cl 4.43611 -5.96662 1.70321 0.0 0.0 0.0
Cl 7.15364 -6.59545 2.43342 0.0 0.0 0.0
Cl 6.42893 -6.38081 -0.35422 0.0 0.1 0.2
Cl 6.51833 -4.02036 1.29792 0.1 -0.1 -0.1
C 8.02061 -6.92037 -4.19513 0.0 0.0 0.0
Cl 9.31770 -7.35328 -3.07673 0.0 0.0 0.0
Cl 8.04637 -8.01171 -5.58179 0.0 0.0 0.0
Cl 6.46652 -7.05441 -3.36277 0.0 -0.1 -0.3
Cl 8.24608 -5.25846 -4.74585 0.0 0.0 0.0
C 3.58992 -0.52578 2.91519 0.0 0.0 0.2
Cl 4.15050 -2.18521 2.72646 -0.1 0.1 -0.1
Cl 4.63602 0.56815 1.99651 0.1 -0.1 0.0
Cl 1.94092 -0.35531 2.31755 0.0 0.1 0.0
Cl 3.64385 -0.09274 4.62877 0.0 0.0 0.0
C -1.71290 7.03039 9.20580 0.0 0.0 0.0
Cl -2.54159 7.51621 7.72117 0.0 0.0 0.0
Cl -2.81498 7.21542 10.56967 0.2 0.0 0.1
Cl -1.20805 5.34426 9.07053 0.0 0.0 0.0
Cl -0.29024 8.05176 9.45073 0.0 0.0 0.0
C -1.84039 2.97228 -5.74807 0.0 0.0 0.0
Cl -0.88150 1.99424 -6.86569 0.0 0.0 0.0
Cl -1.52233 4.68293 -6.04145 0.0 0.0 0.0
Cl -3.55570 2.63411 -5.99156 0.0 0.0 0.0
Cl -1.39052 2.57312 -4.08494 0.1 0.2 0.0
C -7.25233 7.81206 10.72530 0.0 0.0 0.0
Cl -6.58874 7.63675 12.35493 0.0 0.0 0.0
Cl -8.29190 6.43204 10.36002 0.0 0.0 0.0
Cl -8.19198 9.30087 10.61955 0.0 0.0 0.2
Cl -5.92485 7.87418 9.56161 -0.1 0.0 -0.1
C -1.85778 -3.22599 -7.36985 0.0 0.0 0.0
Cl -2.87358 -3.38141 -5.93520 0.0 0.0 0.0
Cl -0.52638 -4.38320 -7.26817 0.0 0.0 0.0
Cl -2.82098 -3.56157 -8.81402 0.0 0.0 0.0
Cl -1.20313 -1.58898 -7.46444 -0.1 0.0 0.0
C 1.60835 -7.23700 -9.46118 0.0 0.0 0.0
Cl 2.00483 -8.92256 -9.81085 0.0 0.0 0.0
Cl 2.68793 -6.17575 -10.36978 0.0 0.0 0.0
Cl -0.06327 -6.91653 -9.92569 0.0 0.0 0.0
Cl 1.81482 -6.93738 -7.72972 0.0 0.0 0.0
C -9.24953 10.86064 6.39078 0.0 0.0 0.0
Cl -10.91518 10.27271 6.35486 0.0 0.0 0.0
Cl -8.62503 10.95978 4.74099 0.0 0.0 0.0
Cl -9.20843 12.46487 7.13166 0.0 0.0 0.0
Cl -8.25649 9.75411 7.34085 0.0 0.0 -0.2
```
Positions in Å, forces in eV/Å.

Summary:
**Total energy**: -23964.65870 Eh
**Kohn-Sham gap**: 9.1657 eV

No. 2
This record from OMol25 describes C22H22CuN3OS4 as an isolated structure. The level of theory is ωB97M-V/def2-TZVPD.

Geometry as XYZ:
```
53
Properties=species:S:1:pos:R:3:forces:R:3
Cu 1.69766 -0.57963 -0.14308 0.3 0.5 0.0
C 7.01464 -2.22555 -2.22468 0.0 -0.1 0.0
S 6.80247 -1.98724 -0.44567 0.0 0.1 0.0
C 5.08313 -1.48988 -0.43972 -0.1 -0.1 0.0
S 4.94772 0.27271 -0.41981 0.0 -0.1 0.1
N 4.24429 -2.44853 -0.61809 0.0 0.2 0.1
N 2.92171 -2.15729 -0.68828 0.3 -0.2 -0.3
C 2.21041 -3.07660 -1.33102 -0.3 0.0 0.0
C 0.82132 -2.88560 -1.49301 0.1 0.0 0.0
C -0.01568 -3.85581 -2.10998 0.0 0.0 0.0
C -1.35850 -3.63875 -2.21099 0.0 0.0 0.0
C -1.91482 -2.44873 -1.68593 0.1 0.0 0.0
C -1.05068 -1.54293 -1.10796 0.1 0.1 0.0
N 0.27189 -1.70938 -1.02447 -0.1 -0.2 0.1
H 8.07374 -2.41249 -2.40566 0.0 0.0 0.0
H 6.71303 -1.32843 -2.76230 0.0 0.0 0.0
H 6.42854 -3.07699 -2.56659 0.0 0.0 0.0
H 2.70557 -3.94464 -1.75971 0.0 0.0 0.1
H 0.43404 -4.77006 -2.47952 0.0 0.0 0.0
H -1.99542 -4.38043 -2.68026 0.0 0.0 0.0
H -2.97540 -2.24298 -1.73373 0.0 0.0 0.0
H -1.42167 -0.61700 -0.67853 0.0 0.0 0.0
O -0.00304 0.47931 1.18746 -0.3 0.2 0.5
S 0.14847 1.49774 2.27128 0.1 -0.4 -0.3
C -1.56488 1.93005 2.78291 -0.1 0.0 0.1
C -2.43574 0.71861 2.63837 0.1 0.0 -0.1
C -2.34569 -0.34755 3.52707 0.0 0.0 0.0
C -3.07670 -1.50542 3.31313 0.0 0.0 0.0
C -3.90568 -1.61073 2.20342 0.0 0.0 0.0
C -4.00430 -0.54964 1.31623 0.0 0.0 0.0
C -3.26844 0.60724 1.53181 0.0 0.0 0.0
C 0.59241 3.04626 1.41233 0.0 0.0 0.0
C -0.32223 3.35459 0.26766 0.1 0.0 0.0
C -0.29782 2.54146 -0.86748 0.0 0.0 0.0
C -1.18163 2.77834 -1.91042 0.0 0.0 0.0
C -2.08369 3.83322 -1.84416 0.0 0.0 0.0
C -2.09922 4.65706 -0.72741 0.0 0.0 0.0
C -1.22335 4.41388 0.32334 -0.1 0.0 0.0
H -1.91952 2.73715 2.14675 -0.1 0.0 0.0
H -1.49359 2.27135 3.81786 0.0 0.0 0.0
H -1.68094 -0.27748 4.38127 0.0 0.0 0.0
H -2.98428 -2.33526 4.00207 0.0 0.0 0.0
H -4.45798 -2.52370 2.02203 0.0 0.0 0.0
H -4.63676 -0.63040 0.44120 0.0 0.0 0.0
H -3.32054 1.42636 0.82251 0.0 0.0 0.0
H 1.61008 2.83533 1.06888 0.0 0.1 0.0
H 0.62609 3.82897 2.17397 0.0 0.0 -0.1
H 0.41091 1.72327 -0.91797 0.0 0.0 0.0
H -1.15963 2.13380 -2.78023 0.0 0.0 0.0
H -2.76442 4.01959 -2.66565 0.0 0.0 0.0
H -2.79061 5.48874 -0.67273 0.0 0.0 0.0
H -1.23932 5.05429 1.19936 0.0 0.0 0.0
S 3.23401 0.94983 0.54413 -0.2 -0.2 -0.1
```
Positions in Å, forces in eV/Å.

Summary:
**Energy above the lowest of the compared OMol25 structures with the same formula, charge and spin**: 66.5 kJ/mol
**Total energy**: -4324.29740 Eh
**Spin multiplicity**: 2
**Kohn-Sham gap (alpha / beta)**: 4.4317 / 5.6063 eV
**Net charge**: -1
**<S²>**: 0.779

No. 3
This record from OMol25 describes a 2-piece molecular cluster, C10H25N4 overall in a non-equilibrium geometry. The level of theory is ωB97M-V/def2-TZVPD.

Geometry as XYZ:
```
39
Properties=species:S:1:pos:R:3:forces:R:3
C 1.15706 -1.90744 -0.48443 -1.9 1.2 -0.1
C -3.33974 -0.27370 0.60009 -2.4 -0.4 3.9
C 1.24970 -3.12503 -2.68780 0.1 1.1 0.6
C 0.52107 -0.69315 -2.51143 -1.9 1.7 1.0
C 2.48470 1.08475 0.21782 0.2 -1.2 1.1
C 0.82193 -0.79747 1.63264 3.4 0.9 0.8
C -3.36357 1.25747 0.70483 2.1 -1.0 0.4
C -0.97533 2.10762 1.19783 -1.3 0.5 0.8
C 0.45606 -2.03879 -1.83235 4.8 -1.2 -0.8
C 1.38726 1.37794 1.13273 0.6 0.3 1.5
N 0.43883 -1.21482 0.40252 -1.4 -1.9 2.2
N 1.75786 1.85955 2.33494 0.7 -0.6 -0.6
N 0.25985 1.75672 0.59153 0.3 0.4 -1.0
N -2.05165 1.87798 0.25538 -1.9 -0.8 -0.2
H 2.25077 -2.05550 -0.29294 -1.3 0.1 -0.2
H -2.74078 -0.63905 -0.16788 0.8 -0.6 -1.5
H -3.08262 -0.74805 1.59799 0.7 0.6 -1.0
H -4.39348 -0.70858 0.61445 1.1 0.7 -0.9
H 1.95331 -2.55816 -3.29551 0.1 -0.2 -0.2
H 1.86201 -3.74749 -2.02172 -0.4 -0.2 -0.3
H 0.60865 -3.71144 -3.35655 0.2 0.1 0.4
H 1.44156 -0.14664 -2.18509 -1.0 -0.3 -0.5
H 0.54900 -0.77658 -3.58493 -0.2 0.1 -0.4
H -0.48746 -0.13370 -2.18325 2.4 -0.6 -0.8
H 3.14329 0.37593 0.67233 0.9 0.0 0.5
H 2.21160 0.59938 -0.65669 -0.9 -0.6 -1.6
H 2.93661 1.99176 -0.00516 1.2 1.6 -0.5
H 0.24277 -0.48548 2.51740 -0.3 -0.7 -1.2
H 1.93200 -0.95043 1.80802 -1.6 -0.1 0.1
H -3.65204 1.57984 1.70329 0.1 0.0 0.2
H -4.12097 1.58701 0.05881 -0.8 0.8 -1.1
H -1.03117 1.54688 2.16798 -0.6 0.0 -0.9
H -0.99333 3.14927 1.50617 0.4 0.4 0.1
H -0.49354 -2.40272 -1.79787 -2.9 -0.7 0.8
H 2.65979 1.67791 2.73790 0.0 -0.2 -0.1
H 1.09353 2.28223 2.90079 -1.2 0.8 1.2
H 0.30892 1.55931 -0.37638 -1.1 0.0 -1.1
H -2.37461 2.65856 -0.32607 1.1 0.0 0.7
H -0.62785 -1.21591 0.41063 1.7 0.0 -1.2
```
Positions in Å, forces in eV/Å.

Summary:
**Energy above the lowest of the compared OMol25 structures with the same formula, charge and spin**: 510.7 kJ/mol
**Total energy**: -614.67086 Eh
**Kohn-Sham gap (alpha / beta)**: 7.2204 / 7.2183 eV
**Net charge**: +1

No. 4
This record from OMol25 describes a 2-piece molecular cluster, C8H8N2O2S2 overall in a non-equilibrium geometry. The level of theory is ωB97M-V/def2-TZVPD.

Geometry as XYZ:
```
22
Properties=species:S:1:pos:R:3:forces:R:3
C -2.01605 0.34751 1.19038 4.0 3.6 0.6
C -1.51624 1.65381 1.56152 -1.7 0.7 0.6
C -1.16204 -0.58688 0.76823 0.8 0.1 -0.2
C -0.16627 1.99944 1.51538 -0.5 1.7 1.2
C 1.34273 -0.86868 0.08089 0.2 -0.3 0.7
C 0.21177 -0.22180 0.66700 0.1 -2.4 -1.0
C 0.71282 0.99832 1.13373 -1.4 1.6 0.0
C 2.42227 0.03899 0.44016 1.6 0.7 -0.2
N 2.06576 1.15641 1.00918 0.8 -1.0 -0.2
N -1.41262 -0.45418 -2.64243 -0.6 -1.5 2.1
O 0.43819 -1.82085 -3.41707 -0.3 -0.3 0.9
O -0.91807 -2.73142 -1.45457 -0.3 -0.1 -0.1
S 4.12187 -0.36317 0.20612 -0.1 -0.1 0.2
S -0.30176 -1.64742 -2.16880 -0.2 1.7 -1.7
H -2.96349 0.13741 1.36025 -4.4 -0.9 0.6
H -2.30368 2.39724 1.96420 1.5 -1.1 -0.8
H -1.63938 -1.52034 0.59244 0.6 -1.0 -0.5
H 0.19719 3.05123 1.86847 -0.7 -2.2 -0.8
H 1.60069 -1.84753 -0.36258 -0.7 0.6 0.6
H -1.15170 -0.07363 -3.49250 0.6 1.0 -1.8
H -2.13833 0.03342 -2.10675 0.8 -0.7 0.1
H 4.57636 0.32215 1.28673 -0.3 -0.1 -0.5
```
Positions in Å, forces in eV/Å.

Summary:
**Energy above the lowest of the compared OMol25 structures with the same formula, charge and spin**: 56.1 kJ/mol
**Total energy**: -1365.88147 Eh
**Kohn-Sham gap (alpha / beta)**: 6.4789 / 6.3741 eV

No. 5
This record from OMol25 describes C22H24BiBrN8O2S as an isolated structure in a non-equilibrium geometry. The level of theory is ωB97M-V/def2-TZVPD.

Geometry as XYZ:
```
59
Properties=species:S:1:pos:R:3:forces:R:3
Bi 0.94411 0.41942 -1.34328 0.2 0.0 0.1
O -0.03950 -3.34830 -0.25144 0.3 0.0 0.0
C -1.39519 -3.45875 -0.16208 -0.4 -0.1 0.0
C -1.94607 -4.70536 0.11516 0.3 0.2 0.0
C -3.31564 -4.86285 0.16771 0.0 0.1 -0.1
C -4.15434 -3.77833 -0.04824 -0.1 0.0 0.1
C -3.61340 -2.53476 -0.30470 0.2 0.0 0.0
C -2.23394 -2.35753 -0.36424 0.1 0.2 -0.2
C -1.67429 -0.97477 -0.64753 -0.8 -0.2 0.0
O -0.54272 -1.02984 -1.45144 0.5 0.2 0.0
N -1.38127 -0.28564 0.61769 -0.5 0.0 0.4
N -0.17157 0.23709 0.81232 0.7 0.4 0.5
C 0.21324 0.62749 1.98126 -0.9 -0.5 -0.3
C 1.46197 1.22553 2.31848 1.1 0.4 0.3
Br 2.99816 0.75516 1.22879 -0.3 0.1 0.3
C 1.70887 1.99961 3.39945 0.2 -0.4 -0.8
C 0.74921 2.55729 4.31904 -0.5 0.2 0.5
C 1.20403 2.93593 5.59291 -0.1 -0.1 -0.2
C 0.33289 3.46825 6.52134 -0.1 0.0 0.1
C -1.00528 3.64893 6.19859 0.1 -0.1 0.0
C -1.46774 3.29105 4.94071 -0.1 0.0 0.0
C -0.60228 2.76335 4.00458 0.2 0.0 -0.1
H 0.12569 -2.50359 -0.69969 -0.1 -0.1 0.0
H -1.27478 -5.53341 0.27725 0.1 -0.1 0.0
H -3.73064 -5.84088 0.34917 -0.1 -0.1 0.1
H -5.22379 -3.90553 -0.01805 -0.1 0.0 0.0
H -4.25894 -1.68577 -0.47569 -0.1 0.1 -0.1
H -2.44722 -0.36574 -1.15383 0.2 -0.3 0.0
H -1.90074 -0.62533 1.42133 0.2 0.0 0.0
H -0.46338 0.49038 2.82308 -0.1 0.0 0.0
H 2.74287 2.24958 3.60195 0.1 0.0 0.0
H 2.24269 2.79247 5.85343 0.1 0.0 0.0
H 0.69261 3.74814 7.49966 0.0 0.0 0.1
H -1.68122 4.08672 6.91661 -0.1 0.0 0.1
H -2.50702 3.43382 4.68534 -0.1 0.1 0.0
H -0.96322 2.57395 3.00310 0.0 0.0 0.0
C 4.57640 -3.00234 -4.14186 0.2 -0.2 0.0
C 3.37262 -2.27429 -4.56812 -0.2 0.1 0.0
N 2.96022 -2.08309 -5.77461 0.9 -0.7 -0.4
N 1.90501 -1.26203 -5.70345 -0.3 0.3 1.3
C 1.63611 -0.90291 -4.44199 0.1 0.1 -0.1
S 0.48573 0.23259 -3.96629 -0.3 0.4 -0.4
N 2.55452 -1.57273 -3.68455 -0.1 0.0 -0.9
N 2.58715 -1.58520 -2.29656 -0.1 -0.1 0.2
H 5.02191 -3.48244 -5.00815 0.0 0.0 0.0
H 4.35667 -3.75733 -3.38842 0.0 -0.1 0.0
H 5.30296 -2.29921 -3.72788 0.0 0.0 0.0
H 1.41447 -0.97993 -6.53988 0.0 0.1 0.0
H 2.33840 -2.51053 -1.93640 0.1 0.1 -0.2
H 3.51262 -1.33271 -1.95026 0.0 -0.1 -0.2
N -1.73749 3.81405 -2.19543 -0.2 0.0 -0.2
C -1.04720 4.34317 -1.14832 0.5 0.1 0.5
C -0.19199 3.37227 -0.72439 -0.2 0.6 0.1
N -0.37247 2.27024 -1.51271 -0.4 -0.2 -0.4
C -1.31321 2.56761 -2.39404 0.0 -0.2 -0.2
H -2.44473 4.29674 -2.73464 0.1 -0.1 0.0
H -1.20412 5.34118 -0.79322 0.0 0.2 0.0
H 0.53106 3.39050 0.06427 0.1 0.1 0.3
H -1.66678 1.90857 -3.16183 -0.2 -0.1 -0.2
```
Positions in Å, forces in eV/Å.

Summary:
**Energy above the lowest of the compared OMol25 structures with the same formula, charge and spin**: 0.0 kJ/mol
**Total energy**: -4627.53632 Eh
**Kohn-Sham gap**: 7.1888 eV
**Net charge**: +2

No. 6
This record from OMol25 describes a 2-piece molecular cluster, C2H8FNP2 overall in a non-equilibrium geometry. The level of theory is ωB97M-V/def2-TZVPD.

Geometry as XYZ:
```
14
Properties=species:S:1:pos:R:3:forces:R:3
C -0.73322 -0.15441 2.74542 -1.2 1.0 2.0
C -0.68790 0.92995 1.99025 -0.2 2.1 0.3
N 0.21644 0.80257 -2.38614 -1.1 0.5 -1.2
F 2.50316 -0.52771 -2.55822 -0.4 0.7 0.3
P 0.39016 -1.80819 -1.34425 -0.7 0.2 1.6
P 1.38905 0.13173 -1.48917 2.1 -0.7 0.4
H -1.10475 -0.13044 3.87111 0.9 -0.2 -2.7
H -0.50550 -1.05980 2.23523 0.3 -0.9 0.3
H -0.99153 1.97815 2.28609 0.4 -1.4 0.2
H -0.29961 0.94625 0.97850 -0.1 -0.5 -0.1
H 0.18537 1.81486 -2.59381 -0.1 -1.3 0.0
H -0.37346 0.12707 -2.89325 0.1 1.3 -0.1
H 0.75913 -2.00610 0.05191 0.0 -0.1 -0.8
H -0.74734 -1.04394 -0.89368 0.1 -0.6 -0.1
```
Positions in Å, forces in eV/Å.

Summary:
**Energy above the lowest of the compared OMol25 structures with the same formula, charge and spin**: 0.0 kJ/mol
**Total energy**: -918.29877 Eh
**Kohn-Sham gap**: 9.9234 eV
**SMILES**: NP(F)#[PH2].C=C